## a
{"formula": "C3H9NO3S", "method": "wB97M-V/def2-TZVPD", "symbols": ["C", "C", "C", "N", "S", "O", "O", "O", "H", "H", "H", "H", "H", "H", "H", "H", "H"], "coordinates": [[0.97736, -0.99317, -0.89870], [-0.12992, -0.09597, -0.33021], [-1.44933, -1.20992, 0.26824], [-0.60779, 0.84192, -1.23550], [0.25709, 0.90926, 1.25019], [-0.63811, 1.98983, 1.35998], [0.62194, 0.19149, 2.43183], [1.75822, 1.55424, 0.69218], [1.96626, -0.50126, -0.77727], [0.90130, -1.18189, -2.00695], [0.85340, -2.02036, -0.35492], [-0.93619, -2.05912, 0.84689], [-1.80954, -1.76560, -0.61225], [-2.24432, -0.59536, 0.83739], [-0.18723, 1.71313, -1.50360], [-1.62720, 1.12596, -1.28935], [2.29407, 2.09682, 1.32207]], "lumo_energy_ev": 0.69, "charge": 0, "smiles": "CC(C)(N)S(=O)(=O)O", "e_homo_ev": -9.6}

***

## b
{"formula": "C3H9NO3S", "method": "wB97M-V/def2-TZVPD", "symbols": ["C", "C", "C", "N", "O", "O", "O", "S", "H", "H", "H", "H", "H", "H", "H", "H", "H"], "coordinates": [[0.21444, 1.75251, 0.14572], [1.23062, -1.82624, 0.35646], [0.22885, 0.30297, -0.08868], [1.24089, -0.37728, 0.36464], [-2.23262, 0.83883, -0.68460], [-1.83090, -1.63036, -0.30208], [-1.81466, -0.03742, 1.51026], [-1.51470, -0.30447, 0.12603], [1.27945, 2.08763, 0.26770], [-0.45788, 1.83046, 1.12334], [-0.32597, 2.32190, -0.64673], [0.33341, -2.14704, 0.88978], [1.17329, -2.10346, -0.74399], [2.11073, -2.04723, 0.92346], [-0.23945, 0.52789, -2.10082], [2.26409, -0.00026, 0.46454], [-1.65960, 0.81158, -1.60503]], "lumo_energy_ev": -0.34, "charge": 0, "e_homo_ev": -8.6}

***

Stability, highest: a

***

## a
{"formula": "C3H6O3S", "method": "wB97M-V/def2-TZVPD", "symbols": ["C", "C", "C", "O", "O", "O", "S", "H", "H", "H", "H", "H", "H"], "coordinates": [[2.16188, 0.36309, 0.13076], [-0.78294, -0.58695, -0.54112], [-0.00679, -0.37884, 0.75072], [4.18679, -1.14003, -0.14076], [1.52176, 1.84747, 0.19794], [1.38791, -0.59517, 0.53523], [3.77398, 0.26471, -0.24060], [-0.61588, -1.59265, -0.91910], [-1.84541, -0.44770, -0.35728], [-0.45878, 0.13077, -1.29064], [-0.29075, -1.11892, 1.50322], [-0.16001, 0.62902, 1.14258], [2.23475, 2.42093, -0.09766]], "lumo_energy_ev": 0.40, "charge": 0, "e_homo_ev": -8.5}

***

## b
{"formula": "C3H6O3S", "method": "wB97M-V/def2-TZVPD", "symbols": ["C", "C", "C", "O", "O", "O", "S", "H", "H", "H", "H", "H", "H"], "coordinates": [[-0.58262, 0.92277, -0.55856], [0.58274, 0.75779, 0.10099], [0.67064, 0.22194, 1.46942], [-1.26167, -0.89467, -2.22881], [-1.15701, -1.64343, 0.10199], [0.86494, -1.58549, -1.26275], [-0.48329, -1.16269, -1.06310], [-1.53120, 0.83376, -0.05081], [-0.61087, 1.37923, -1.53485], [1.50905, 0.95670, -0.42545], [1.69910, 0.11982, 1.79860], [0.18219, -0.75512, 1.48346], [0.11798, 0.84939, 2.16988]], "lumo_energy_ev": -0.71, "charge": 0, "e_homo_ev": -10.9}

***

## c
{"formula": "C3H6O3S", "method": "wB97M-V/def2-TZVPD", "symbols": ["C", "C", "O", "S", "C", "O", "O", "H", "H", "H", "H", "H", "H"], "coordinates": [[0.01517, -1.19951, -0.48206], [-0.24590, 0.33874, -0.37680], [-0.14879, 0.78260, -1.81543], [-1.81082, 0.78197, 0.30936], [0.63660, 0.69604, 0.97755], [0.54839, 1.74455, 1.59676], [1.31453, -0.31565, 1.43837], [-0.57971, -1.59874, 0.37531], [1.03096, -1.13913, -0.55561], [-0.46467, -1.45451, -1.44838], [0.45839, 1.56121, -1.91438], [-2.47762, -0.16761, -0.39854], [1.72347, -0.02995, 2.29384]], "lumo_energy_ev": 0.50, "charge": 0, "smiles": "C[C@@](O)(S)C(=O)O", "e_homo_ev": -9.5}

***

Stability, highest: c

***

## a
{"formula": "C4H9N2O2", "method": "wB97M-V/def2-TZVPD", "symbols": ["N", "C", "C", "N", "C", "C", "O", "O", "H", "H", "H", "H", "H", "H", "H", "H", "H"], "coordinates": [[0.05250, -0.00766, -2.68902], [0.04128, -0.38753, -1.39983], [0.32239, 0.56056, -0.39186], [0.20301, 0.59622, 0.89215], [-0.67622, -0.48772, 1.39619], [-0.83783, -0.50303, 2.94354], [-1.45610, -1.56553, 3.42598], [1.95680, 1.52061, -3.42001], [2.34652, 2.38500, -3.58067], [0.44459, 0.96310, -2.68185], [0.76863, -0.42577, -3.29477], [-0.32459, -1.38820, -1.22852], [0.80447, 1.43043, -0.85312], [-0.19603, -1.46312, 1.22163], [-1.64694, -0.41723, 0.90521], [-1.35278, 0.47088, 3.18135], [0.25616, -0.43627, 3.24058]], "lumo_energy_ev": 0.57, "charge": -1, "e_homo_ev": -3.5}

***

## b
{"formula": "C4H9N2O2", "method": "wB97M-V/def2-TZVPD", "symbols": ["N", "C", "C", "C", "N", "C", "O", "O", "H", "H", "H", "H", "H", "H", "H", "H", "H"], "coordinates": [[-0.59041, 1.97733, 1.37299], [0.38311, 1.57406, 0.30728], [-0.10858, 0.42960, -0.53251], [-0.13427, -1.00613, 0.04715], [1.18869, -1.42838, 0.48782], [-0.61331, -1.89202, -1.17908], [-1.78119, -1.65862, -1.52148], [0.26377, -2.57286, -1.75159], [-0.81164, 1.09321, 1.81612], [-1.49199, 2.22510, 0.97766], [1.29985, 1.47662, 0.89231], [0.52554, 2.41524, -0.38585], [-1.10700, 0.64383, -0.91325], [0.49806, 0.33559, -1.43819], [-0.85976, -1.00372, 0.87279], [1.57493, -0.91805, 1.25193], [1.76420, -1.69078, -0.30411]], "lumo_energy_ev": 3.95, "charge": -1, "smiles": "NCC[C@H](N)C(=O)[O-]", "e_homo_ev": -4.1}

***

## c
{"formula": "C4H9N2O2", "method": "wB97M-V/def2-TZVPD", "symbols": ["O", "C", "N", "C", "C", "N", "C", "O", "H", "H", "H", "H", "H", "H", "H", "H", "H"], "coordinates": [[1.99312, -0.83074, -1.15694], [1.71984, -0.12996, -0.19497], [0.52409, 0.35111, 0.11373], [-0.66645, 0.06435, -0.69249], [2.81005, 0.14070, 0.86561], [2.65037, 0.80913, 1.94960], [-3.70077, -0.44326, 0.23033], [-3.81820, 0.11868, -0.98556], [0.52448, 0.73253, 1.04371], [-0.44025, 0.29755, -1.72861], [-1.48910, 0.64670, -0.32227], [-0.87613, -0.98496, -0.58771], [3.75308, -0.36448, 0.57235], [2.54973, 1.53642, 1.13063], [-3.24059, -1.46810, 0.21354], [-3.09250, 0.16646, 0.94626], [-4.66732, -0.59930, 0.79482]], "lumo_energy_ev": 2.30, "charge": -1, "e_homo_ev": -2.3}

***

Stability, highest: b

***

## a
{"formula": "C4H3NO3", "method": "wB97M-V/def2-TZVPD", "symbols": ["O", "N", "O", "C", "C", "C", "O", "C", "H", "H", "H"], "coordinates": [[0.52792, -2.42307, 0.52099], [1.00531, -1.27159, 0.64461], [2.01231, -1.18508, 1.38936], [0.32601, -0.30834, 0.10462], [-0.73619, -0.29158, -0.73980], [-1.26204, 0.97328, -0.83211], [-0.41020, 1.75542, -0.09672], [0.63095, 1.02057, 0.38770], [-1.28328, -1.05658, -1.01510], [-2.14031, 1.31190, -1.33015], [1.32951, 1.47507, 0.96659]], "lumo_energy_ev": -0.90, "charge": 0, "smiles": "O=[N+]([O-])c1ccoc1", "e_homo_ev": -10.0}

***

## b
{"formula": "C4H3NO3", "method": "wB97M-V/def2-TZVPD", "symbols": ["O", "C", "O", "C", "C", "C", "N", "O", "H", "H", "H"], "coordinates": [[-2.26353, -0.69142, 0.81692], [-2.19752, 0.14370, -0.03453], [-1.07462, 0.64176, -0.60517], [0.14086, 0.29585, -0.24919], [1.06014, 1.16163, 0.23752], [2.23141, 0.29927, 0.38472], [1.91892, -0.99274, -0.02712], [0.60547, -0.87682, -0.58455], [-3.08521, 0.64227, -0.64014], [0.92107, 2.01725, 0.78066], [3.18384, 0.29880, 1.00062]], "lumo_energy_ev": 0.72, "charge": 0, "smiles": "O=COc1ccno1", "e_homo_ev": -9.9}

***

## c
{"formula": "C4H3NO3", "method": "wB97M-V/def2-TZVPD", "symbols": ["C", "N", "C", "C", "O", "O", "C", "O", "H", "H", "H"], "coordinates": [[0.27610, 2.24080, 0.27790], [0.27130, 1.37304, 1.32494], [0.00452, 0.11990, 0.63784], [0.10381, 0.26060, -0.67964], [0.28031, 1.62435, -1.01788], [0.10743, -0.94967, -1.26641], [-0.26274, -1.82929, -0.18106], [-0.14318, -1.12973, 1.14002], [0.17419, 3.28709, 0.16571], [0.47645, -2.72836, -0.21214], [-1.28819, -2.26874, -0.18929]], "lumo_energy_ev": 0.78, "charge": 0, "smiles": "c1nc2c(o1)OCO2", "e_homo_ev": -8.2}

***

Stability, highest: b

***

## a
{"formula": "C20H26AsMoN5O3", "method": "wB97M-V/def2-TZVPD", "symbols": ["Mo", "N", "C", "C", "C", "C", "C", "C", "C", "C", "C", "C", "C", "C", "N", "C", "C", "C", "C", "N", "H", "H", "H", "H", "H", "H", "H", "H", "H", "H", "C", "As", "C", "C", "O", "H", "H", "H", "H", "H", "H", "H", "H", "H", "N", "N", "H", "H", "H", "H", "C", "O", "H", "H", "H", "O"], "coordinates": [[0.22066, -0.24354, -0.02515], [4.09545, 6.04712, 7.95474], [3.68741, 5.37201, 7.11917], [3.17666, 4.52685, 6.07320], [2.36492, 3.44114, 6.39205], [1.87973, 2.62877, 5.38230], [2.18896, 2.89315, 4.05178], [2.99651, 3.98293, 3.74173], [3.49470, 4.79625, 4.74442], [1.65769, 2.02182, 2.96399], [2.21122, 0.75040, 2.85050], [3.25579, 0.25235, 3.67124], [3.49900, -1.03408, 3.25785], [2.60086, -1.26667, 2.19724], [1.81938, -0.22010, 1.92279], [0.65396, 2.55527, 2.17292], [0.04042, 3.82568, 2.37246], [-0.91750, 3.94739, 1.40082], [-0.85647, 2.75640, 0.64259], [0.07459, 1.91143, 1.08274], [2.11929, 3.23859, 7.42554], [1.25406, 1.77945, 5.62367], [3.23452, 4.18926, 2.70649], [4.12747, 5.63938, 4.50330], [3.75677, 0.79747, 4.45503], [4.22560, -1.73168, 3.64150], [2.53495, -2.17525, 1.62624], [0.28198, 4.53362, 3.14898], [-1.58714, 4.77607, 1.23582], [-1.45244, 2.50504, -0.21827], [-0.10654, -3.72322, -3.80987], [-0.12299, -1.89733, -3.21421], [-1.07274, -0.92301, -4.56766], [1.67005, -1.20337, -3.28485], [-0.82073, -1.73556, -1.72238], [0.30539, -3.77078, -4.81776], [-1.13322, -4.08493, -3.81885], [0.48316, -4.33604, -3.13491], [-0.59684, -1.06912, -5.53673], [-1.06684, 0.13084, -4.29588], [-2.10276, -1.27232, -4.60268], [2.09391, -1.38754, -4.27177], [2.28779, -1.66301, -2.51781], [1.61685, -0.12909, -3.10827], [-0.95788, -1.83436, 2.26196], [-1.27710, -0.67240, 1.47988], [-1.45085, -1.78093, 3.14665], [0.03903, -1.79349, 2.45255], [-1.38387, 0.16751, 2.04843], [-2.15356, -0.85038, 1.00022], [1.21615, -3.25983, -0.39033], [1.18892, -1.93018, 0.00654], [0.21002, -3.66630, -0.50609], [1.75379, -3.86165, 0.35373], [1.75133, -3.39416, -1.34221], [-0.65116, 0.73642, -1.08764]], "lumo_energy_ev": -0.22, "charge": 0, "e_homo_ev": -7.1}

***

## b
{"formula": "C20H26AsMoN5O3", "method": "wB97M-V/def2-TZVPD", "symbols": ["Mo", "N", "C", "C", "C", "C", "C", "C", "C", "C", "C", "C", "C", "C", "N", "C", "C", "C", "C", "N", "H", "H", "H", "H", "H", "H", "H", "H", "H", "H", "C", "As", "C", "C", "O", "H", "H", "H", "H", "H", "H", "H", "H", "H", "N", "N", "H", "H", "H", "H", "C", "O", "H", "H", "H", "O"], "coordinates": [[0.08443, 0.18392, -0.01530], [-10.80452, -0.05506, 0.06104], [-9.65572, -0.02327, 0.05312], [-8.21802, 0.01653, 0.04320], [-7.52746, 0.42439, 1.18238], [-6.14466, 0.46406, 1.16631], [-5.43995, 0.09216, 0.02532], [-6.13761, -0.31738, -1.10658], [-7.52122, -0.35306, -1.10453], [-3.94786, 0.12273, 0.01503], [-3.34671, 1.37558, -0.05356], [-4.06653, 2.59988, -0.16250], [-3.13323, 3.60249, -0.17662], [-1.87861, 2.96093, -0.08044], [-1.98244, 1.63217, -0.00953], [-3.31302, -1.10683, 0.07279], [-3.95441, -2.37359, 0.19393], [-2.95985, -3.31446, 0.20169], [-1.74364, -2.59410, 0.08631], [-1.93789, -1.28579, 0.00965], [-8.07868, 0.70815, 2.06854], [-5.59837, 0.78500, 2.04373], [-5.58528, -0.60716, -1.99094], [-8.06714, -0.66701, -1.98373], [-5.13836, 2.69651, -0.22852], [-3.30015, 4.66487, -0.25370], [-0.90806, 3.42500, -0.07370], [-5.01883, -2.53074, 0.26934], [-3.05404, -4.38575, 0.27846], [-0.74729, -3.00344, 0.05262], [4.73932, 1.98124, -1.00193], [3.37660, 0.65744, -1.35548], [4.36136, -0.89396, -1.94030], [2.25208, 1.19224, -2.82810], [2.51316, 0.23330, -0.01847], [5.33932, 2.15560, -1.89415], [5.36533, 1.57706, -0.20795], [4.28920, 2.91103, -0.66848], [4.97940, -0.69320, -2.81419], [3.64024, -1.67966, -2.15886], [4.98402, -1.21040, -1.10542], [2.84402, 1.42332, -3.71224], [1.65184, 2.04919, -2.53527], [1.59529, 0.34935, -3.04663], [-0.06201, 1.45367, 2.76986], [-0.06457, 0.14433, 2.16674], [-0.46129, 1.37682, 3.69932], [-0.67106, 2.02930, 2.19579], [-0.90940, -0.37762, 2.39172], [0.74826, -0.35772, 2.50779], [1.60909, 3.01449, 0.08430], [0.61792, 2.06131, -0.01224], [2.39740, 2.70228, 0.77851], [1.19460, 3.95990, 0.45994], [2.07087, 3.24642, -0.88550], [0.61880, -1.38003, -0.16621]], "lumo_energy_ev": -0.11, "charge": 0, "e_homo_ev": -7.0}

***

Stability, highest: a

***

## a
{"formula": "H18NO7", "method": "wB97M-V/def2-TZVPD", "symbols": ["N", "H", "H", "H", "H", "O", "H", "H", "O", "H", "H", "O", "H", "H", "O", "H", "H", "O", "H", "H", "O", "H", "H", "O", "H", "H"], "coordinates": [[0.45871, 0.70888, 0.68396], [1.31604, 0.98839, 0.39457], [0.49776, -0.31646, 0.65615], [-0.27955, 0.87798, 0.03684], [0.34398, 0.84172, 1.68006], [0.82462, 2.50456, -1.86063], [0.62021, 1.66020, -2.25165], [-0.06403, 2.76504, -1.42660], [-0.39042, -2.09876, 2.71510], [-0.49073, -2.77353, 2.03050], [0.34199, -2.34144, 3.23656], [2.32560, -1.64138, 1.21908], [1.68299, -2.33506, 1.05191], [2.95473, -1.88104, 1.86166], [-1.76885, 3.10479, -0.98734], [-2.24866, 3.49339, -1.68812], [-2.48953, 2.58123, -0.62111], [-0.75480, -1.44490, -1.05682], [-0.61469, -0.70662, -1.64153], [-0.67522, -2.19812, -1.60015], [-2.43700, 0.13776, 1.06856], [-3.35373, 0.12434, 1.46815], [-2.56081, -0.15223, 0.14559], [2.37354, -0.41798, -1.39415], [1.60146, -0.33136, -1.93476], [2.78638, -1.14939, -1.78585]], "lumo_energy_ev": -3.54, "charge": 1, "e_homo_ev": -14.7}

***

## b
{"formula": "H18NO7", "method": "wB97M-V/def2-TZVPD", "symbols": ["N", "H", "H", "H", "H", "O", "H", "H", "O", "H", "H", "O", "H", "H", "O", "H", "H", "O", "H", "H", "O", "H", "H", "O", "H", "H"], "coordinates": [[27.74600, 52.09100, 42.52900], [26.88300, 51.71800, 42.86400], [27.78400, 53.12600, 42.18100], [28.12100, 51.52600, 41.59500], [28.59600, 51.82800, 43.16000], [26.16600, 52.57200, 40.34200], [26.65300, 53.00700, 39.60200], [26.15700, 53.34800, 41.07500], [30.24800, 50.83600, 40.98300], [31.10900, 51.43500, 41.20300], [30.46000, 50.64900, 40.14800], [26.01800, 49.31000, 43.10400], [25.06700, 49.49900, 43.30100], [26.20900, 48.80800, 42.33000], [27.13000, 52.02200, 45.44000], [27.83900, 51.81000, 45.98300], [26.53000, 52.38500, 46.11600], [30.53900, 50.35400, 43.78000], [30.61000, 49.38300, 43.74200], [30.47700, 50.27600, 42.80700], [29.86200, 53.86200, 41.74600], [29.72100, 54.36100, 41.05300], [30.15800, 54.53100, 42.23700], [26.06300, 54.67800, 42.47600], [26.32700, 55.59000, 42.48400], [25.69200, 54.54500, 43.39700]], "lumo_energy_ev": -3.07, "charge": 1, "e_homo_ev": -14.5}

***

## c
{"formula": "H18NO7", "method": "wB97M-V/def2-TZVPD", "symbols": ["N", "H", "H", "H", "H", "H", "H", "O", "H", "H", "O", "H", "H", "O", "H", "H", "O", "H", "H", "O", "H", "H", "O", "H", "H", "O"], "coordinates": [[0.98281, -1.03486, 0.93496], [0.98336, -0.42633, 1.73656], [0.35183, -1.84762, 1.31062], [0.49883, -0.50218, 0.24944], [1.92154, -1.29819, 0.82522], [1.52237, 2.96866, -2.32490], [2.16586, 3.17119, -1.04583], [2.16746, 2.59222, -1.82337], [0.97586, -3.97616, 0.29744], [-0.28347, -4.25035, 1.03453], [0.27101, -3.52228, 0.74233], [2.31170, 0.89975, -0.73490], [3.54100, 0.42422, -0.02492], [2.55210, 0.52063, 0.07080], [-2.52429, 0.61879, -1.57981], [-4.17883, 0.90572, -1.51634], [-3.30106, 0.59139, -1.16066], [-1.56856, 0.50518, 4.67228], [-0.71596, 1.75360, 4.42046], [-1.05382, 0.92414, 4.05095], [-1.91333, -0.01894, 1.63607], [-2.01120, -0.66344, 0.15734], [-1.42876, -0.45949, 0.94701], [-0.57613, 0.00205, -4.16062], [-0.12189, 1.28959, -4.71051], [-0.56842, 0.83269, -4.00415]], "lumo_energy_ev": -2.70, "charge": 1, "e_homo_ev": -14.3}

***

Stability, highest: a